ORCA calculation (the ωB97M-V functional and the def2-TZVPD basis) on a cluster of 2 separate species, C4H13ClN2Si in total.

The geometry in ORCA input format:
```
! wB97M-V def2-TZVPD RIJCOSX def2/J DEFGRID3
* xyz 0 1
C -1.890 2.187 1.461
C 0.229 -1.346 -2.010
C 0.495 -2.604 -0.045
C 1.675 1.601 -0.204
N -1.857 1.244 0.405
N 0.569 -1.313 -0.575
Si 0.513 0.144 0.289
Cl 0.820 -0.330 2.337
H -1.856 1.701 2.445
H -1.154 3.066 1.573
H -2.955 2.654 1.369
H 0.414 -0.457 -2.453
H 0.729 -2.128 -2.506
H -0.795 -1.499 -2.292
H -0.411 -3.117 -0.253
H 1.115 -3.412 -0.566
H 0.778 -2.672 0.951
H 1.335 2.333 -0.853
H 2.069 2.167 0.748
H 2.701 1.277 -0.564
H -2.525 0.505 0.745
*
```

The calculation puts the orbital gap (alpha / beta) at 8.078 / 8.076 eV. The value obtained for the lowest unoccupied orbital energy (alpha / beta) is 0.550 / 0.550 eV. The calculation puts the total energy at -1019.34692 hartree. The highest occupied orbital energy (alpha / beta) comes out at -7.527 / -7.526 eV.

Formally, the natural (NBO) partial charges of the atoms, in units of the elementary charge, are as follows: -0.433, -0.397, -0.401, -1.150, -0.870, -0.900, 1.761, -0.414, 0.160, 0.184, 0.177, 0.201, 0.197, 0.193, 0.183, 0.179, 0.220, 0.250, 0.269, 0.255, 0.336

ORCA calculation (the ωB97M-V functional and the def2-TZVPD basis) on a cluster of 2 separate species, C4H13N in total.

The geometry in ORCA input format:
```
! wB97M-V def2-TZVPD RIJCOSX def2/J DEFGRID3
* xyz 0 1
C -4.819 3.777 1.381
C -5.578 2.366 1.957
H -5.004 4.563 2.026
H -3.749 3.532 1.324
H -5.186 4.042 0.236
H -6.490 2.701 2.553
H -5.133 1.718 2.763
H -5.925 1.947 1.025
C 5.139 -3.041 -1.693
N 3.683 -3.069 -1.475
C 3.298 -1.783 -0.639
H 5.568 -2.112 -2.055
H 5.424 -3.586 -2.716
H 5.803 -3.368 -0.939
H 3.223 -3.149 -2.380
H 3.600 -0.913 -1.210
H 2.201 -1.830 -0.528
H 3.945 -1.795 0.370
*
```

The calculation puts the orbital gap at 10.075 eV. The value obtained for the lowest unoccupied orbital energy is 1.183 eV. Its SMILES is CNC.CC. The calculation puts the total energy at -214.85187 hartree. The highest occupied orbital energy comes out at -8.892 eV.

Formally, the natural (NBO) partial charges of the atoms, in units of the elementary charge, are as follows: -0.593, -0.636, 0.197, 0.204, 0.200, 0.198, 0.219, 0.212, -0.428, -0.638, -0.421, 0.163, 0.188, 0.194, 0.359, 0.175, 0.206, 0.202

ORCA calculation (the ωB97M-V functional and the def2-TZVPD basis) on a cluster of 2 separate species, C4H13N in total.

The geometry in ORCA input format:
```
! wB97M-V def2-TZVPD RIJCOSX def2/J DEFGRID3
* xyz 0 1
C -2.146 1.803 1.724
C -1.711 0.384 2.132
H -3.177 1.714 1.363
H -2.179 2.348 2.664
H -1.567 2.312 0.963
H -2.077 0.127 3.131
H -0.623 0.345 2.240
H -2.105 -0.408 1.492
C 0.880 -0.397 -2.572
N 1.825 -0.367 -1.475
C 2.166 -1.538 -0.698
H -0.010 -0.915 -2.194
H 1.282 -0.946 -3.422
H 0.468 0.594 -2.726
H 2.406 0.434 -1.287
H 2.767 -1.222 0.146
H 1.234 -1.886 -0.219
H 2.567 -2.383 -1.262
*
```

The calculation puts the orbital gap at 9.106 eV. The value obtained for the lowest unoccupied orbital energy is 1.041 eV. Its SMILES is CNC.CC. The calculation puts the total energy at -214.90527 hartree. The highest occupied orbital energy comes out at -8.065 eV.

Formally, the natural (NBO) partial charges of the atoms, in units of the elementary charge, are as follows: -0.610, -0.606, 0.200, 0.204, 0.207, 0.200, 0.203, 0.202, -0.409, -0.666, -0.403, 0.180, 0.175, 0.208, 0.372, 0.203, 0.171, 0.169

ORCA calculation (the ωB97M-V functional and the def2-TZVPD basis) on a cluster of 2 separate species, C4H13N2 in total.

The geometry in ORCA input format:
```
! wB97M-V def2-TZVPD RIJCOSX def2/J DEFGRID3
* xyz 1 1
C 1.405 -0.902 0.542
N 2.768 -0.277 0.607
C 0.433 0.060 -0.032
N -0.918 -0.231 0.045
C -3.993 0.210 -0.057
C 0.926 1.020 -1.061
H 1.688 -1.717 -0.129
H 1.029 -1.454 1.416
H 3.404 -1.076 0.646
H 2.897 0.337 1.416
H -0.007 0.809 0.784
H -1.187 -0.702 -0.871
H -4.313 -0.716 0.449
H -3.533 0.911 0.634
H -3.328 -0.113 -0.861
H -4.964 0.623 -0.363
H 1.479 1.876 -0.641
H 1.516 0.681 -1.976
H 0.005 1.456 -1.433
*
```

The calculation puts the orbital gap at 5.692 eV. The value obtained for the lowest unoccupied orbital energy is -8.917 eV. The calculation puts the total energy at -269.21002 hartree. The highest occupied orbital energy comes out at -14.608 eV.

Formally, the natural (NBO) partial charges of the atoms, in units of the elementary charge, are as follows: -0.246, -0.788, -0.079, -0.112, -0.856, -0.663, 0.266, 0.233, 0.394, 0.381, 0.403, 0.395, 0.229, 0.211, 0.178, 0.243, 0.300, 0.282, 0.229

Let's list energy above the lowest of the compared OMol25 structures with the same formula, charge and spin in order: 72.6 51.1 17.6 182.4 kcal/mol.
Let's list F_max in order: 0.08083 0.08892 0.03582 0.09325 Eh/bohr.